{"formula": "C34H46BCl5IrN6O", "method": "ωB97M-V/def2-TZVPD", "symbols": ["Ir", "C", "C", "C", "C", "C", "C", "C", "C", "C", "N", "N", "B", "N", "N", "C", "C", "C", "C", "C", "C", "C", "C", "C", "N", "N", "C", "C", "C", "C", "C", "C", "C", "C", "C", "H", "H", "H", "H", "H", "H", "H", "H", "H", "H", "H", "H", "H", "H", "H", "H", "H", "H", "H", "H", "H", "H", "H", "H", "H", "H", "H", "H", "H", "H", "H", "H", "H", "H", "H", "H", "H", "H", "H", "H", "H", "H", "H", "H", "H", "H", "O", "C", "Cl", "C", "C", "C", "Cl", "C", "Cl", "C", "Cl", "C", "Cl"], "xyz": [[-0.343, -0.985, 1.175], [-3.283, -0.688, 2.362], [-4.040, -0.498, 1.060], [-5.246, 0.423, 1.285], [-3.147, 0.054, -0.021], [-3.523, 0.796, -1.097], [-2.346, 1.247, -1.742], [-2.419, 2.120, -2.976], [-3.253, 3.380, -2.652], [-1.150, 2.516, -3.729], [-1.300, 0.759, -1.058], [-1.766, -0.010, -0.014], [0.218, 1.126, -1.017], [1.109, -0.169, -1.153], [1.330, -0.891, -0.004], [2.465, -1.630, -0.151], [2.924, -1.425, -1.433], [2.043, -0.530, -2.054], [2.074, -0.176, -3.518], [2.459, 1.277, -3.823], [0.768, -0.626, -4.200], [3.140, -2.356, 0.986], [2.300, -2.387, 2.263], [3.601, -3.754, 0.581], [0.498, 1.759, 0.398], [0.271, 1.017, 1.520], [0.566, 1.742, 2.605], [0.968, 3.002, 2.178], [0.924, 2.990, 0.793], [1.236, 4.169, -0.088], [2.320, 3.912, -1.141], [-0.054, 4.740, -0.692], [0.504, 1.207, 4.011], [-0.168, -0.160, 4.110], [1.912, 1.175, 4.623], [-3.819, -1.329, 3.061], [-3.080, 0.275, 2.839], [-2.306, -1.168, 2.178], [-4.423, -1.456, 0.721], [-4.930, 1.458, 1.433], [-5.797, 0.102, 2.172], [-5.938, 0.388, 0.441], [-4.536, 1.010, -1.408], [-3.018, 1.514, -3.662], [-2.751, 3.999, -1.905], [-4.251, 3.144, -2.284], [-3.364, 3.972, -3.562], [-0.537, 3.225, -3.173], [-1.456, 3.011, -4.651], [-0.538, 1.662, -4.004], [0.479, 1.896, -1.875], [3.803, -1.862, -1.889], [2.872, -0.799, -3.918], [1.672, 1.981, -3.555], [2.643, 1.374, -4.895], [3.374, 1.563, -3.299], [-0.114, -0.294, -3.648], [0.723, -1.717, -4.266], [0.715, -0.230, -5.216], [4.039, -1.770, 1.190], [1.303, -2.825, 2.060], [2.179, -1.393, 2.698], [2.750, -3.035, 3.018], [2.745, -4.405, 0.417], [4.219, -4.188, 1.370], [4.194, -3.735, -0.337], [1.265, 3.836, 2.799], [1.630, 4.915, 0.599], [1.956, 3.294, -1.963], [3.195, 3.421, -0.702], [2.648, 4.865, -1.561], [-0.582, 3.977, -1.267], [0.175, 5.576, -1.357], [-0.728, 5.102, 0.089], [-0.094, 1.917, 4.581], [0.249, -0.866, 3.361], [-1.251, -0.106, 3.995], [0.043, -0.641, 5.066], [2.565, 0.493, 4.069], [1.865, 0.839, 5.660], [2.371, 2.164, 4.610], [-3.442, -3.265, 0.445], [-2.345, -3.547, 0.561], [-0.975, -3.528, 3.350], [-0.503, -4.379, 1.926], [-1.035, -3.888, 0.668], [-0.345, -4.268, -0.561], [-0.635, -3.309, -1.960], [0.463, -5.364, -0.544], [1.172, -5.913, -1.996], [0.771, -6.010, 0.685], [1.709, -7.420, 0.689], [0.377, -5.413, 1.922], [1.039, -5.977, 3.392]], "forces_ev_per_a": [[-0.019, 0.773, -0.542], [-0.021, 0.165, -0.037], [-0.040, 0.185, -0.022], [-0.037, 0.032, -0.074], [0.340, 0.007, 0.213], [-0.054, 0.124, -0.360], [-0.049, 0.037, 0.020], [0.020, 0.123, 0.108], [0.065, -0.041, 0.019], [-0.058, -0.015, 0.047], [-0.147, -0.053, -0.033], [-0.355, -0.425, 0.092], [0.053, 0.196, 0.066], [0.241, 0.009, -0.095], [-0.093, -0.545, -0.004], [0.051, 0.189, 0.089], [0.156, -0.244, -0.096], [-0.138, 0.032, -0.023], [-0.112, 0.124, 0.071], [-0.009, 0.015, 0.037], [0.071, -0.083, 0.054], [-0.201, -0.087, 0.019], [-0.176, -0.043, -0.233], [0.096, 0.002, -0.088], [0.027, 0.128, -0.060], [-0.005, 0.124, 0.382], [-0.039, 0.060, -0.010], [0.108, 0.086, 0.174], [-0.010, -0.048, -0.161], [-0.075, -0.141, -0.131], [0.029, -0.071, 0.058], [-0.002, 0.000, 0.037], [0.100, -0.115, -0.080], [-0.072, 0.122, -0.122], [0.012, 0.003, -0.035], [0.024, 0.011, -0.017], [-0.023, -0.060, -0.031], [0.004, -0.290, 0.206], [-0.033, 0.082, 0.022], [-0.018, -0.052, 0.028], [0.031, -0.001, -0.077], [0.062, 0.032, 0.064], [0.178, 0.033, 0.054], [-0.055, -0.048, -0.041], [-0.031, -0.037, -0.061], [0.066, -0.010, -0.017], [0.001, -0.037, 0.062], [-0.035, -0.013, -0.023], [-0.001, -0.026, 0.015], [-0.014, 0.014, 0.011], [-0.073, -0.204, 0.168], [-0.185, 0.061, 0.056], [0.103, -0.030, -0.041], [0.056, -0.081, -0.068], [-0.017, -0.009, 0.067], [-0.091, -0.025, -0.042], [0.037, 0.011, -0.038], [0.006, 0.097, 0.027], [0.024, -0.017, 0.088], [0.063, 0.109, 0.051], [0.260, 0.126, 0.021], [0.078, -0.037, -0.018], [0.015, 0.080, -0.057], [-0.027, -0.072, -0.033], [-0.069, 0.036, -0.069], [-0.045, -0.014, 0.093], [-0.032, -0.122, -0.109], [0.056, 0.083, 0.087], [0.043, 0.096, 0.097], [-0.108, 0.064, -0.048], [-0.033, -0.061, 0.024], [0.035, 0.056, 0.012], [-0.013, -0.076, 0.054], [0.056, -0.040, -0.069], [-0.057, 0.059, 0.105], [0.004, 0.012, 0.129], [0.093, -0.005, -0.017], [-0.011, 0.031, -0.010], [-0.038, 0.046, 0.041], [-0.002, 0.023, -0.070], [-0.004, -0.044, -0.016], [-0.408, 0.045, -0.100], [0.773, -0.420, 0.126], [-0.105, -0.260, 0.012], [-0.191, 0.094, 0.092], [-0.217, 0.373, -0.160], [-0.146, 0.188, 0.025], [-0.069, -0.105, 0.105], [0.209, -0.034, 0.048], [0.094, -0.021, -0.042], [-0.055, 0.041, 0.064], [0.051, -0.035, 0.015], [0.107, -0.221, -0.077], [0.024, -0.021, -0.005]], "s2": 8.812, "spin_multiplicity": 6, "total_charge": 2, "max_force_ev_per_a": 0.94, "energy_ha": -4156.465390}

***

{"formula": "C34H46CsO6P2", "method": "ωB97M-V/def2-TZVPD", "symbols": ["Cs", "C", "C", "C", "C", "C", "C", "H", "H", "H", "H", "H", "H", "C", "C", "C", "O", "P", "O", "C", "P", "O", "O", "C", "C", "C", "O", "C", "C", "C", "O", "C", "C", "C", "H", "H", "H", "H", "H", "H", "H", "H", "H", "H", "H", "H", "H", "H", "H", "H", "H", "H", "H", "H", "H", "H", "H", "H", "H", "H", "H", "H", "H", "H", "C", "C", "C", "C", "C", "C", "C", "C", "C", "C", "C", "C", "C", "C", "C", "H", "H", "H", "H", "H", "H", "H", "H", "H", "H"], "xyz": [[0.256, -0.260, -1.647], [1.425, -2.651, 1.895], [2.728, -2.226, 1.655], [3.347, -2.553, 0.460], [2.664, -3.310, -0.491], [1.359, -3.731, -0.253], [0.733, -3.392, 0.938], [0.941, -2.399, 2.832], [3.260, -1.643, 2.398], [4.362, -2.221, 0.270], [3.144, -3.571, -1.426], [0.812, -4.291, -0.996], [-0.292, -3.703, 1.099], [2.047, 3.183, 4.484], [2.917, 3.295, 3.247], [3.740, 2.050, 2.991], [2.108, 3.685, 2.108], [1.235, 2.711, 1.188], [1.999, 1.654, 0.510], [0.532, 3.958, 0.078], [-0.139, 3.163, -1.400], [-0.899, 1.978, -0.993], [-0.902, 4.271, -2.248], [-2.122, 4.946, -1.841], [-3.159, 3.992, -1.288], [-2.604, 5.676, -3.080], [1.084, 2.806, -2.339], [1.842, 3.803, -3.066], [3.301, 3.593, -2.709], [1.545, 3.628, -4.541], [-0.022, 2.249, 2.019], [-0.220, 0.939, 2.648], [-0.734, -0.084, 1.665], [-1.195, 1.183, 3.782], [2.680, 3.144, 5.371], [1.443, 2.277, 4.466], [1.381, 4.040, 4.568], [3.592, 4.149, 3.356], [3.118, 1.166, 2.851], [4.386, 1.882, 3.853], [4.354, 2.155, 2.099], [1.311, 4.680, -0.174], [-0.279, 4.461, 0.608], [-1.830, 5.675, -1.075], [-3.380, 3.201, -2.005], [-4.073, 4.554, -1.091], [-2.840, 3.514, -0.365], [-2.887, 4.959, -3.849], [-1.821, 6.322, -3.475], [-3.473, 6.287, -2.840], [1.511, 4.794, -2.740], [3.635, 2.616, -3.058], [3.445, 3.630, -1.630], [3.918, 4.360, -3.177], [1.824, 2.624, -4.864], [2.112, 4.352, -5.126], [0.484, 3.771, -4.740], [0.752, 0.615, 3.038], [-1.623, 0.275, 1.151], [-0.985, -0.999, 2.197], [0.024, -0.331, 0.936], [-2.171, 1.456, 3.379], [-0.858, 1.981, 4.443], [-1.315, 0.269, 4.362], [-1.215, -2.144, -3.117], [-1.583, -3.060, -2.375], [-1.816, -4.039, -1.334], [-2.562, -3.657, -0.183], [-2.869, -2.290, 0.088], [-3.591, -1.896, 1.192], [-4.083, -2.811, 2.121], [-3.854, -4.159, 1.854], [-3.140, -4.570, 0.753], [-1.215, -5.332, -1.528], [-0.741, -5.692, -2.821], [-0.119, -6.892, -3.073], [0.107, -7.823, -2.062], [-0.293, -7.479, -0.777], [-0.924, -6.280, -0.510], [-2.534, -1.556, -0.641], [-3.788, -0.837, 1.335], [-4.651, -2.492, 2.986], [-4.266, -4.918, 2.513], [-3.063, -5.630, 0.571], [-0.880, -4.973, -3.619], [0.202, -7.107, -4.088], [0.593, -8.769, -2.266], [-0.093, -8.154, 0.051], [-1.149, -6.049, 0.520]], "forces_ev_per_a": [[0.961, -1.493, -0.475], [-0.083, -0.100, -0.075], [-0.123, 0.009, 0.121], [-0.008, -0.128, -0.247], [-0.004, 0.072, 0.113], [0.218, 0.206, -0.149], [0.145, 0.108, 0.242], [0.002, -0.004, -0.001], [-0.021, -0.006, 0.005], [-0.010, -0.009, -0.023], [0.009, 0.007, 0.000], [0.057, -0.014, -0.043], [-0.003, 0.024, 0.040], [0.042, 0.014, 0.044], [-0.021, 0.117, -0.057], [0.058, -0.041, 0.011], [-0.189, -0.156, -0.054], [0.060, 0.019, -0.138], [-0.007, -0.053, 0.082], [-0.008, 0.027, -0.116], [0.067, 0.218, 0.291], [-0.705, 1.011, 0.033], [0.259, -0.228, 0.083], [0.051, 0.116, -0.002], [-0.093, -0.001, 0.016], [0.022, -0.008, 0.080], [-0.425, 0.119, 0.097], [0.140, 0.028, -0.051], [-0.055, 0.010, -0.043], [0.029, 0.027, 0.054], [0.056, 0.177, -0.001], [0.029, -0.014, 0.110], [0.091, 0.235, 0.088], [0.032, -0.027, 0.001], [0.012, -0.006, 0.024], [-0.020, -0.042, -0.037], [0.001, 0.034, -0.005], [-0.050, -0.061, 0.046], [-0.062, -0.005, 0.022], [0.041, -0.011, -0.003], [0.015, 0.022, -0.018], [-0.031, 0.051, 0.030], [0.024, 0.091, -0.025], [-0.050, -0.027, -0.021], [0.007, 0.001, -0.036], [-0.022, -0.006, 0.004], [0.030, 0.005, 0.023], [0.001, -0.041, -0.015], [0.025, 0.013, -0.006], [-0.026, 0.014, 0.025], [0.034, -0.021, -0.013], [-0.007, -0.030, -0.005], [-0.004, 0.010, 0.039], [0.007, 0.021, -0.021], [0.008, -0.016, 0.017], [0.019, 0.022, -0.011], [-0.025, 0.009, 0.016], [-0.040, 0.015, 0.015], [-0.061, 0.045, 0.022], [-0.117, -0.052, -0.012], [0.106, -0.017, 0.209], [-0.011, 0.012, -0.037], [0.035, 0.004, 0.003], [-0.010, -0.031, 0.010], [-0.370, -0.056, -0.750], [0.288, 0.028, 0.860], [-0.006, -0.033, -0.236], [-0.232, -0.011, 0.060], [0.135, -0.032, -0.272], [-0.093, 0.120, 0.076], [-0.021, 0.088, 0.064], [-0.093, -0.042, 0.182], [0.216, -0.095, -0.155], [-0.092, -0.172, -0.140], [-0.107, 0.161, 0.068], [0.093, -0.106, -0.132], [0.064, -0.125, -0.005], [0.078, -0.134, 0.057], [-0.140, 0.159, -0.010], [-0.061, -0.020, 0.039], [-0.017, 0.040, 0.008], [0.002, 0.002, -0.008], [-0.007, 0.024, 0.010], [-0.008, -0.040, -0.029], [-0.014, 0.008, -0.015], [0.005, -0.025, 0.012], [0.001, 0.011, 0.011], [0.009, -0.015, -0.014], [-0.030, -0.001, 0.043]], "relative_energy_kcal_mol": 19.08, "total_charge": -1, "max_force_ev_per_a": 1.84}